# 1
{"formula": "C19H62O19", "method": "ωB97M-V/def2-TZVPD", "symbols": ["O", "C", "C", "O", "H", "H", "H", "H", "H", "H", "O", "C", "C", "O", "H", "H", "H", "H", "H", "H", "O", "C", "C", "O", "H", "H", "H", "H", "H", "H", "O", "C", "C", "O", "H", "H", "H", "H", "H", "H", "O", "C", "C", "O", "H", "H", "H", "H", "H", "H", "O", "C", "C", "O", "H", "H", "H", "H", "H", "H", "O", "C", "C", "O", "H", "H", "H", "H", "H", "H", "C", "O", "H", "H", "H", "H", "C", "O", "H", "H", "H", "H", "C", "O", "H", "H", "H", "H", "C", "O", "H", "H", "H", "H", "C", "O", "H", "H", "H", "H"], "coordinates": [[0.4987, 1.5709, 4.9156], [1.7132, 1.0524, 4.4088], [1.6914, 1.0242, 2.8999], [0.7932, 0.0266, 2.4392], [-0.1509, 0.8759, 5.0481], [2.5113, 1.6720, 4.8206], [1.9049, 0.0406, 4.7864], [2.6591, 0.7712, 2.4666], [1.3605, 1.9919, 2.5217], [-0.1202, 0.3471, 2.3234], [1.6082, -2.4398, 1.7628], [2.5973, -2.9534, 2.6517], [3.2505, -4.1942, 2.0893], [4.3104, -3.9569, 1.1887], [1.3129, -1.5247, 1.9901], [3.3204, -2.1360, 2.7785], [2.1806, -3.1300, 3.6508], [2.4591, -4.7237, 1.5323], [3.5990, -4.8300, 2.8988], [3.9732, -3.4745, 0.4139], [0.7160, -3.6968, -0.4209], [1.4277, -3.9769, -1.6219], [2.3062, -2.8329, -2.0557], [3.5069, -2.7596, -1.2818], [1.3333, -3.3707, 0.2653], [2.0602, -4.8533, -1.4447], [0.6953, -4.1830, -2.3982], [1.7690, -1.8814, -1.9563], [2.5491, -2.9218, -3.1196], [4.0939, -2.1217, -1.6958], [-1.0690, 3.9289, -0.1011], [0.3314, 4.0803, -0.0045], [0.6404, 5.5494, 0.2018], [0.0859, 6.2985, -0.8727], [-1.4553, 4.5769, -0.6995], [0.6735, 3.5038, 0.8583], [0.8274, 3.6363, -0.8707], [1.6918, 5.8392, 0.3090], [0.1803, 5.8745, 1.1372], [0.5981, 6.1355, -1.6827], [-2.4354, -1.6544, 4.1186], [-2.1544, -2.5172, 3.0357], [-0.9236, -3.3320, 3.4185], [-1.3273, -4.2879, 4.4073], [-3.3670, -1.4279, 4.1744], [-2.9823, -3.1702, 2.7558], [-1.9330, -1.9448, 2.1186], [-0.1573, -2.6752, 3.8401], [-0.4955, -3.8536, 2.5676], [-1.8332, -3.8249, 5.0821], [2.5965, 1.1837, -2.0273], [2.6389, 1.1194, -0.5962], [3.7288, 2.0965, -0.1526], [3.7334, 2.2255, 1.2699], [1.7215, 0.8666, -2.3239], [1.6684, 1.3455, -0.1541], [2.9690, 0.0955, -0.3665], [3.4614, 3.0744, -0.5477], [4.6908, 1.7591, -0.5348], [4.2296, 1.4799, 1.6230], [-1.0840, -1.7471, -1.2919], [-0.8854, -0.6851, -0.4005], [-1.0705, 0.6199, -1.1372], [-0.1699, 0.6693, -2.2525], [-0.5804, -2.5359, -1.0275], [-1.5520, -0.7585, 0.4615], [0.1384, -0.6864, -0.0059], [-0.8599, 1.4795, -0.4951], [-2.0978, 0.6419, -1.5201], [-0.6320, 1.1605, -2.9564], [0.6871, 3.8796, -3.6707], [1.2752, 5.0638, -3.1494], [-0.2627, 3.6517, -3.1829], [0.4635, 3.9464, -4.7390], [1.3575, 3.0291, -3.5181], [1.6696, 5.5588, -3.8712], [-2.5960, 1.2984, 1.9729], [-1.2788, 1.8176, 1.8516], [-2.9899, 1.4778, 2.9776], [-3.2658, 1.7310, 1.2270], [-2.6570, 0.2119, 1.8419], [-1.2884, 2.4759, 1.1420], [-2.4950, 0.8861, -4.9091], [-1.6825, 1.9133, -4.2983], [-1.8263, 0.1181, -5.3070], [-3.2016, 0.4569, -4.2103], [-3.0119, 1.2995, -5.7809], [-1.4073, 2.5294, -4.9774], [-4.4689, -0.9628, -0.2009], [-5.3088, -0.5267, 0.8312], [-5.0026, -1.5002, -0.9922], [-3.9985, -0.1221, -0.7259], [-3.6803, -1.6144, 0.1673], [-6.1949, -0.3310, 0.5275], [-3.4039, -2.3950, -3.4133], [-2.1132, -1.9669, -3.8053], [-3.6853, -2.0608, -2.4130], [-4.1390, -2.0521, -4.1430], [-3.4148, -3.4915, -3.4494], [-1.5505, -1.8725, -2.9977]], "lumo_energy_ev": 0.3, "spin_multiplicity": 1, "max_force_ha_per_bohr": 0.0291, "relative_energy_kcal_mol": 0.0, "orbital_gap_ha": 0.369, "smiles": "OCCO.OCCO.OCCO.OCCO.OCCO.OCCO.OCCO.CO.CO.CO.CO.CO"}

***

# 2
{"formula": "C30H49CaN3O7P2S2", "method": "ωB97M-V/def2-TZVPD", "symbols": ["Ca", "C", "C", "C", "O", "P", "O", "C", "P", "O", "O", "C", "C", "C", "O", "C", "C", "C", "O", "C", "C", "C", "H", "H", "H", "H", "H", "H", "H", "H", "H", "H", "H", "H", "H", "H", "H", "H", "H", "H", "H", "H", "H", "H", "H", "H", "H", "H", "H", "H", "H", "H", "C", "N", "C", "C", "N", "C", "S", "C", "C", "C", "C", "C", "N", "H", "H", "H", "H", "H", "H", "H", "H", "H", "C", "C", "C", "C", "C", "C", "C", "S", "C", "O", "H", "H", "H", "H", "H", "H", "H", "H", "H", "H"], "coordinates": [[0.0886, -0.1639, 0.2079], [3.8568, -4.4454, 2.8928], [4.3824, -3.4150, 1.9102], [5.4461, -3.9966, 1.0009], [3.2891, -2.9387, 1.0535], [2.7125, -1.4840, 1.1334], [1.7992, -1.2799, -0.0204], [1.9347, -1.2184, 2.7542], [0.2817, -1.9811, 2.7281], [-0.5476, -1.4087, 1.6374], [0.5749, -3.5166, 2.5623], [-0.1456, -4.3358, 1.5658], [-1.5808, -4.5651, 2.0069], [0.6300, -5.6271, 1.4299], [-0.4290, -1.6708, 4.0813], [-0.3030, -2.2555, 5.4158], [-1.1144, -3.5333, 5.4981], [1.1477, -2.4644, 5.8082], [3.9172, -0.4735, 1.2478], [5.0230, -0.4195, 0.2838], [6.3137, -0.4231, 1.0787], [4.8905, 0.8251, -0.5704], [4.6205, -4.6501, 3.6426], [3.6280, -5.3767, 2.3757], [2.9543, -4.0990, 3.3944], [4.7845, -2.5542, 2.4530], [5.0317, -4.8362, 0.4426], [6.2834, -4.3538, 1.5994], [5.8138, -3.2564, 0.2906], [1.8368, -0.1445, 2.9310], [2.5718, -1.6466, 3.5277], [-0.1214, -3.7848, 0.6230], [-1.6060, -5.1966, 2.8950], [-2.1320, -5.0675, 1.2129], [-2.0744, -3.6183, 2.2264], [0.6901, -6.1280, 2.3968], [1.6372, -5.4408, 1.0620], [0.1136, -6.2816, 0.7291], [-0.7519, -1.4948, 6.0529], [-0.6477, -4.3228, 4.9076], [-2.1280, -3.3675, 5.1345], [-1.1683, -3.8620, 6.5349], [1.6222, -3.1902, 5.1422], [1.1880, -2.8623, 6.8206], [1.7031, -1.5256, 5.7900], [4.9670, -1.3080, -0.3517], [6.3392, 0.4362, 1.7496], [7.1573, -0.3577, 0.3930], [6.4200, -1.3305, 1.6723], [4.8068, 1.6991, 0.0758], [4.0045, 0.7607, -1.1980], [5.7702, 0.9319, -1.2048], [2.7046, 4.6406, -0.8979], [2.0624, 3.7904, -1.8812], [1.9841, 4.0464, -3.2319], [1.3336, 3.0249, -3.7992], [1.0011, 2.1108, -2.7915], [1.4612, 2.6136, -1.5870], [1.3912, 2.0747, 0.0055], [0.3672, 0.8762, -3.0898], [0.2130, 0.4853, -4.4212], [-0.4319, -0.7021, -4.7047], [-0.9242, -1.4753, -3.6629], [-0.7211, -1.0151, -2.3828], [-0.0804, 0.1229, -2.0943], [3.0441, 5.5473, -1.3910], [3.5577, 4.1259, -0.4587], [1.9980, 4.8825, -0.1059], [2.3908, 4.9369, -3.6778], [1.0750, 2.9042, -4.8318], [0.5936, 1.0771, -5.2368], [-0.5476, -1.0201, -5.7315], [-1.4453, -2.4041, -3.8439], [-1.1055, -1.5664, -1.5245], [-0.2257, 6.8539, 1.7547], [-0.7940, 5.5981, 1.1588], [-1.0817, 4.4899, 1.9570], [-1.5910, 3.3287, 1.4072], [-1.8276, 3.2715, 0.0425], [-1.5512, 4.3555, -0.7741], [-1.0361, 5.5134, -0.2113], [-2.4804, 1.7782, -0.6995], [-4.1349, 1.9013, 0.0109], [-1.8274, 0.6296, 0.0383], [-0.5693, 6.9963, 2.7781], [-0.5108, 7.7281, 1.1716], [0.8662, 6.8142, 1.7786], [-0.9140, 4.5504, 3.0255], [-1.8095, 2.4678, 2.0295], [-1.7427, 4.2942, -1.8402], [-0.8329, 6.3704, -0.8428], [-4.0685, 2.1139, 1.0752], [-4.6321, 0.9486, -0.1638], [-4.6611, 2.7013, -0.5089]], "lumo_energy_ev": -4.6, "charge": 2, "spin_multiplicity": 1, "max_force_ha_per_bohr": 0.0528, "relative_energy_kcal_mol": 31.0, "orbital_gap_ha": 0.310}

***

# 3
{"formula": "C44H121N11O11", "method": "ωB97M-V/def2-TZVPD", "symbols": ["C", "O", "C", "C", "C", "N", "H", "H", "H", "H", "H", "H", "H", "H", "H", "H", "H", "C", "O", "C", "C", "C", "N", "H", "H", "H", "H", "H", "H", "H", "H", "H", "H", "H", "C", "O", "C", "C", "C", "N", "H", "H", "H", "H", "H", "H", "H", "H", "H", "H", "H", "C", "O", "C", "C", "C", "N", "H", "H", "H", "H", "H", "H", "H", "H", "H", "H", "H", "C", "O", "C", "C", "C", "N", "H", "H", "H", "H", "H", "H", "H", "H", "H", "H", "H", "C", "O", "C", "C", "C", "N", "H", "H", "H", "H", "H", "H", "H", "H", "H", "H", "H", "C", "O", "C", "C", "C", "N", "H", "H", "H", "H", "H", "H", "H", "H", "H", "H", "H", "C", "O", "C", "C", "C", "N", "H", "H", "H", "H", "H", "H", "H", "H", "H", "H", "H", "C", "O", "C", "C", "C", "N", "H", "H", "H", "H", "H", "H", "H", "H", "H", "H", "H", "C", "O", "C", "C", "C", "N", "H", "H", "H", "H", "H", "H", "H", "H", "H", "H", "H", "C", "O", "C", "C", "C", "N", "H", "H", "H", "H", "H", "H", "H", "H", "H", "H", "H"], "coordinates": [[-4.1887, -1.5416, -7.4602], [-4.4048, -2.6791, -8.3191], [-5.0068, -3.8061, -7.6891], [-4.9363, -5.1189, -8.4667], [-5.1646, -4.8233, -9.9700], [-5.8041, -6.1085, -7.8889], [-5.1246, -1.1082, -7.1076], [-3.6402, -0.7921, -8.0307], [-3.5360, -1.8533, -6.6447], [-4.5272, -3.8811, -6.7131], [-6.0106, -3.4397, -7.4742], [-3.9243, -5.4935, -8.3128], [-6.1436, -4.3711, -10.1287], [-4.9536, -5.6665, -10.6277], [-4.5038, -4.0479, -10.3576], [-5.5660, -7.0002, -8.2992], [-5.5364, -6.2836, -6.9309], [-10.4302, 1.1044, -4.0369], [-9.6047, 0.4393, -3.1018], [-9.6949, -1.0103, -3.0064], [-8.7674, -1.5479, -1.8955], [-7.3062, -1.5580, -2.3908], [-9.1281, -2.9249, -1.6814], [-11.4534, 0.8007, -3.8157], [-10.3334, 0.7060, -5.0469], [-10.2826, 2.1705, -3.8642], [-10.6995, -1.2289, -2.6443], [-9.5360, -1.4281, -4.0005], [-8.7298, -0.9478, -0.9863], [-6.9447, -0.5737, -2.6883], [-7.3210, -2.2108, -3.2636], [-6.6862, -2.0380, -1.6336], [-10.1293, -3.0062, -1.5760], [-8.9468, -3.3837, -2.5627], [-1.9203, 2.4391, -2.4519], [-1.2293, 1.2389, -2.1783], [-1.4988, 0.7955, -0.8501], [-0.6706, -0.4820, -0.4591], [0.8214, -0.3508, -0.6301], [-0.9834, -1.4743, -1.4947], [-1.5237, 3.2442, -1.8334], [-2.9732, 2.2814, -2.2179], [-1.8253, 2.6704, -3.5129], [-1.2499, 1.6118, -0.1720], [-2.5255, 0.4712, -0.6805], [-0.9162, -0.8121, 0.5503], [1.1423, 0.0485, -1.5923], [1.3453, -1.2832, -0.4199], [1.2646, 0.3100, 0.1149], [-0.0943, -1.9100, -1.6939], [-1.2279, -0.9128, -2.2978], [2.4809, -5.4531, -3.5863], [2.4715, -4.1434, -4.1924], [2.9443, -4.0807, -5.5422], [2.8924, -2.5333, -5.8828], [1.5128, -1.9462, -6.1283], [3.7288, -2.2565, -7.0693], [1.7434, -6.0564, -4.1156], [2.2163, -5.4115, -2.5297], [3.4895, -5.8649, -3.6188], [3.9427, -4.5171, -5.5724], [2.2740, -4.7222, -6.1143], [3.3441, -1.9975, -5.0479], [0.9294, -2.2638, -6.9926], [1.6992, -0.8832, -6.2810], [0.9070, -2.0783, -5.2318], [3.6456, -1.2654, -7.2447], [3.1855, -2.6338, -7.8326], [-2.6293, 9.9372, -1.2542], [-1.8070, 11.1322, -1.4149], [-0.7381, 11.2579, -0.5431], [-0.2730, 12.6897, -0.3834], [0.1373, 13.3587, -1.7163], [0.8773, 12.9003, 0.4992], [-3.6148, 10.1755, -1.6541], [-2.5911, 9.7433, -0.1822], [-2.2210, 9.0334, -1.7064], [-0.9685, 10.9215, 0.4677], [0.0334, 10.5356, -0.8101], [-1.0817, 13.1932, 0.1464], [0.7345, 12.7296, -2.3763], [0.7608, 14.2393, -1.5618], [-0.7632, 13.6684, -2.2468], [1.1443, 13.8685, 0.3924], [1.6768, 12.3896, 0.1527], [2.6580, 6.3541, 0.9538], [3.2560, 6.2815, -0.3888], [3.2605, 4.9687, -0.9313], [3.6110, 4.8702, -2.4394], [2.6354, 5.7343, -3.3211], [3.5523, 3.5286, -2.9451], [1.6067, 6.0674, 0.9794], [2.7015, 7.4233, 1.1610], [3.3187, 5.8419, 1.6532], [4.0990, 4.4288, -0.4914], [2.2861, 4.4885, -0.8414], [4.6489, 5.1785, -2.5649], [1.5852, 5.5274, -3.1151], [2.8781, 5.5109, -4.3600], [2.9466, 6.7482, -3.0698], [4.3705, 3.0193, -2.6431], [2.7598, 3.1813, -2.4242], [6.0893, 4.4210, 6.3925], [5.0963, 3.4690, 5.9792], [5.6039, 2.3196, 5.3920], [6.0010, 1.1428, 6.3627], [6.5727, -0.0140, 5.5529], [4.9233, 0.6740, 7.1464], [6.7266, 4.0163, 7.1787], [5.6384, 5.2780, 6.8927], [6.6806, 4.7493, 5.5377], [4.8034, 1.9223, 4.7679], [6.4590, 2.5976, 4.7760], [6.7641, 1.5242, 7.0412], [7.3168, 0.4498, 4.9054], [5.7482, -0.4682, 5.0033], [7.0988, -0.7673, 6.1392], [4.3265, 1.3539, 7.5954], [5.1460, 0.0419, 7.9020], [1.0817, -6.9844, 9.8853], [1.3768, -5.6768, 9.4445], [0.9568, -5.4524, 8.0327], [1.6521, -4.2353, 7.4303], [1.2726, -3.9665, 5.9283], [3.0233, -4.6293, 7.4430], [1.5552, -7.7725, 9.2998], [0.0049, -7.1443, 9.9416], [1.4861, -7.1162, 10.8889], [1.1269, -6.2832, 7.3479], [-0.1258, -5.3325, 8.0727], [1.4413, -3.3412, 8.0170], [0.2315, -4.1539, 5.6655], [1.7434, -4.6971, 5.2706], [1.5950, -2.9477, 5.7134], [3.3046, -4.5972, 8.4125], [3.4487, -3.7733, 7.1169], [-2.7257, -6.5634, 2.5152], [-2.5419, -7.9324, 2.6277], [-1.1171, -8.3517, 2.9359], [-0.9545, -9.8784, 3.3894], [-1.7037, -10.1776, 4.7072], [0.4596, -10.1627, 3.5297], [-2.6769, -6.2606, 3.5611], [-3.7183, -6.2225, 2.2209], [-1.9549, -5.9490, 2.0500], [-0.4807, -8.3113, 2.0520], [-0.5958, -7.7680, 3.6946], [-1.5024, -10.5230, 2.7021], [-1.0475, -9.9665, 5.5515], [-2.0950, -11.1847, 4.8519], [-2.6298, -9.6039, 4.7441], [0.6597, -11.0128, 4.0371], [0.9083, -9.4535, 4.0916], [-6.3453, 4.2396, 1.1938], [-5.3854, 5.1400, 1.6252], [-4.7351, 4.8817, 2.8718], [-5.6933, 5.0042, 4.1242], [-6.5864, 6.2813, 4.0606], [-4.8883, 5.0596, 5.3462], [-5.9285, 3.2376, 1.0920], [-6.6362, 4.6545, 0.2287], [-7.2175, 4.1516, 1.8415], [-4.1635, 3.9564, 2.9436], [-3.8842, 5.5605, 2.9277], [-6.2633, 4.0760, 4.0825], [-7.3888, 6.2525, 3.3233], [-5.9828, 7.1460, 3.7851], [-7.0587, 6.6107, 4.9861], [-4.3996, 5.9022, 5.0793], [-4.1990, 4.3308, 5.2286], [11.8620, -3.0915, 0.4370], [10.5196, -3.1224, 0.1182], [10.0846, -2.0329, -0.6240], [8.5886, -1.7934, -0.5188], [7.7360, -2.8891, -1.2254], [8.2489, -0.5880, -1.2455], [11.9524, -3.6625, 1.3611], [12.1363, -2.1341, 0.8800], [12.5582, -3.3565, -0.3588], [10.5941, -1.1327, -0.2802], [10.4538, -2.1835, -1.6384], [8.2913, -1.7494, 0.5290], [7.9225, -2.8324, -2.2978], [6.6706, -2.6842, -1.1209], [8.0398, -3.8297, -0.7660], [8.3826, -0.7723, -2.2295], [9.0334, 0.0315, -1.1012]], "lumo_energy_ev": 0.2, "spin_multiplicity": 1, "max_force_ha_per_bohr": 0.0693, "relative_energy_kcal_mol": 163.0, "orbital_gap_ha": 0.338, "smiles": "COC[C@H](C)N.COC[C@H](C)N.COC[C@H](C)N.COC[C@H](C)N.COC[C@H](C)N.COC[C@H](C)N.COC[C@H](C)N.COC[C@H](C)N.COC[C@H](C)N.COC[C@H](C)N.COC[C@H](C)N"}